35
Properties=species:S:1:pos:R:3:mulliken_charge:R:1 method="wB97M-V/def2-TZVPD" total_charge=-2 total_energy_ha=-3103.70243
Ca 1.976 -2.808 1.877 0.22
P 0.856 -2.428 6.818 0.89
O 0.620 -3.645 5.832 -0.42
O 1.667 -3.042 7.915 -0.56
O -0.550 -2.098 7.504 -0.65
O 1.526 -1.571 5.750 -0.48
C 5.009 -8.818 -0.488 -0.83
C 4.153 -7.726 0.022 0.56
O 3.651 -6.866 -0.813 -0.77
O 4.221 -7.507 1.245 -0.71
H 6.056 -8.703 -0.210 0.20
H 4.878 -8.994 -1.555 0.29
H 4.791 -9.841 -0.181 0.27
C -5.951 2.393 -1.462 -0.27
C -6.840 1.950 -0.230 -0.31
O -5.841 1.279 0.590 -0.33
S -4.779 0.426 -0.316 1.10
O -5.427 -0.839 -0.741 -0.55
O -3.441 0.331 0.297 -0.49
O -4.806 1.447 -1.575 -0.30
H -5.611 3.416 -1.303 0.29
H -6.608 2.489 -2.326 0.30
H -7.688 1.287 -0.397 0.27
H -7.135 2.812 0.369 0.27
C 2.929 6.152 -2.231 -0.26
C 1.376 5.809 -2.364 -0.35
O 1.206 4.524 -2.042 -0.28
S 2.557 3.696 -2.510 1.06
O 2.588 3.650 -3.929 -0.52
O 2.682 2.386 -1.835 -0.49
O 3.671 4.948 -2.006 -0.34
H 3.195 6.732 -1.347 0.29
H 3.300 6.705 -3.094 0.24
H 1.028 5.910 -3.393 0.30
H 0.741 6.543 -1.867 0.34